{"formula": "C46H112F5N7O14S3", "method": "ωB97M-V with the def2-TZVPD basis set", "species": ["S", "S", "S", "F", "F", "F", "F", "F", "O", "O", "O", "O", "O", "O", "O", "O", "O", "O", "O", "O", "O", "O", "N", "N", "N", "N", "N", "N", "N", "C", "C", "C", "C", "C", "C", "C", "C", "C", "C", "C", "C", "C", "C", "C", "C", "C", "C", "C", "C", "C", "C", "C", "C", "C", "C", "C", "C", "C", "C", "C", "C", "C", "C", "C", "C", "C", "C", "C", "C", "C", "C", "C", "C", "C", "C", "H", "H", "H", "H", "H", "H", "H", "H", "H", "H", "H", "H", "H", "H", "H", "H", "H", "H", "H", "H", "H", "H", "H", "H", "H", "H", "H", "H", "H", "H", "H", "H", "H", "H", "H", "H", "H", "H", "H", "H", "H", "H", "H", "H", "H", "H", "H", "H", "H", "H", "H", "H", "H", "H", "H", "H", "H", "H", "H", "H", "H", "H", "H", "H", "H", "H", "H", "H", "H", "H", "H", "H", "H", "H", "H", "H", "H", "H", "H", "H", "H", "H", "H", "H", "H", "H", "H", "H", "H", "H", "H", "H", "H", "H", "H", "H", "H", "H", "H", "H", "H", "H", "H", "H", "H", "H", "H", "H", "H", "H", "H", "H"], "xyz": [[-3.2190, -4.2903, 5.7107], [1.1323, -0.5556, -2.9387], [-0.0440, 1.4360, -3.4372], [-1.8536, -4.0592, 3.2881], [-1.2607, -5.7317, 4.6010], [2.0627, -1.5244, -3.8035], [-3.1368, -5.8647, 3.4690], [0.1464, 2.7190, -4.4190], [-4.5075, -3.8856, 5.1147], [-3.2169, -1.5835, -10.1883], [-2.0712, 14.1043, 3.6636], [9.1405, -2.2232, 10.4854], [8.0982, -0.4784, -3.5591], [-1.3575, 1.0025, -3.7382], [-2.3317, -3.1635, 6.1621], [-3.1798, -5.3579, 6.7058], [1.9433, -0.3258, -1.8079], [7.4068, 3.5725, -2.4195], [-0.0581, -1.3429, -2.7335], [0.2647, 2.0400, -2.1377], [0.6602, -12.6315, 0.5143], [-0.6785, 0.8902, -12.7048], [7.4921, -1.2301, 8.0369], [-3.7808, 12.0286, 1.7705], [1.6449, -11.1454, -1.8603], [6.9906, 1.8133, -5.0603], [-9.1387, 1.0761, 1.1749], [1.0594, 0.6531, -4.1058], [-0.2733, -0.4439, -10.1992], [7.8427, -2.7093, 8.3262], [-9.6429, 1.2997, 3.7606], [-10.5194, -0.5956, 5.2975], [-10.1872, 0.9535, 2.3520], [-3.3889, 13.3111, 0.9870], [-2.7868, 10.9366, 1.3674], [6.4786, 3.2085, -4.7411], [-1.0723, 1.2375, -14.0429], [0.7802, -9.7695, -3.8268], [-5.2671, 11.5682, 1.4472], [-2.8384, 15.1019, 4.3118], [-1.8020, 0.6419, -11.8448], [8.1336, -3.0505, 9.8044], [7.6883, -1.6648, 5.4265], [6.2368, 3.4378, -3.1969], [-2.3071, -5.0013, 4.1673], [5.2132, -0.6449, 9.0764], [-0.7366, -1.9205, -10.2858], [0.2731, -13.0829, 1.7933], [2.8685, -11.8474, -1.2613], [-8.3516, -0.6893, -0.4502], [8.9110, -0.6045, 8.0411], [-0.3327, -12.3655, -0.4398], [-8.1331, 2.2323, 1.3362], [-6.2981, 12.6791, 1.5618], [6.6985, -0.4717, 9.1688], [-3.8001, 12.2751, 3.3480], [-2.0804, -2.1323, -9.5298], [6.7786, -1.2407, 6.6421], [-10.6134, 0.8628, 4.8278], [8.7402, -1.4064, -2.7159], [-9.8191, 1.2102, -0.2601], [-2.4543, 12.7849, 3.9914], [8.5154, 1.4109, -4.9628], [-8.8360, 0.4478, -1.1926], [1.8621, -10.6702, -3.3503], [-8.3850, -0.2893, 1.0143], [8.9385, 0.6911, -3.6631], [7.2683, 3.3804, -0.9731], [-2.9500, 9.6631, 2.1871], [1.4067, -9.9978, -0.8595], [-1.2598, 0.6225, -10.3758], [0.4058, -12.1515, -1.7944], [8.9752, -2.4753, 11.8803], [-4.2928, -2.4011, -10.5838], [2.4025, -8.7999, -0.9219], [-1.0521, -11.6132, -0.1164], [-2.3426, 13.3856, 1.2832], [0.8709, -8.7409, -3.4776], [8.5417, -4.0610, 9.8220], [-0.2919, -14.0141, 1.7509], [-9.5310, -1.0026, 5.0842], [8.2200, -2.6161, 5.4054], [9.3618, -0.3561, 9.0019], [-8.9739, -0.9739, 1.6247], [1.0937, -13.2614, 2.4882], [-1.6135, 2.1778, -14.1490], [-10.6098, -0.0492, 2.4161], [-2.2986, 12.6183, 5.0572], [6.9154, 0.5893, 9.2923], [9.8901, -2.2905, 12.4432], [-2.1009, 8.9901, 2.0683], [0.5356, -0.3298, -10.7931], [-7.3574, -0.1661, 1.3561], [-11.6726, 1.0124, 4.6186], [-5.2274, -2.2457, -10.0449], [-0.3799, -12.3784, 2.3083], [-3.5093, 13.0942, -0.0744], [-0.8793, -13.2753, -0.6879], [4.6973, -0.0926, 9.8619], [-3.9337, 14.1032, 1.5008], [0.0712, -0.3861, -9.2515], [8.8819, 0.3900, 7.5959], [-10.7893, 0.7171, -0.1998], [6.3376, 3.8378, -0.6372], [8.0770, -1.9163, 12.1426], [4.8878, -1.6262, 9.4217], [0.6520, -13.1406, -2.1808], [-4.0070, -3.4504, -10.6568], [-8.7774, 3.1077, 1.4178], [9.2616, -1.1114, -1.8052], [8.8781, 1.3004, -2.7613], [6.5564, 1.1429, -4.4421], [-7.3601, -1.0928, -0.6561], [8.4538, -0.9169, 5.2195], [-1.9721, -1.6490, -8.5588], [6.3802, -0.2363, 6.4988], [5.6136, 4.3252, -3.0854], [5.9206, -1.8684, 6.8828], [-6.4510, 13.0453, 2.5769], [-11.0444, 1.5747, 2.0926], [6.9784, 2.3418, -0.8141], [-11.3488, -1.1861, 4.9082], [-2.4289, 16.1084, 4.2271], [-4.3391, -2.1024, -11.6311], [2.6823, -12.2344, -0.2594], [3.7281, -11.1786, -1.2190], [-3.8442, 15.1375, 3.8932], [1.8169, -11.6427, -3.8405], [-3.1934, 14.8158, 5.3019], [6.9189, -0.9889, 10.1026], [-1.7011, 12.1475, 3.5281], [-9.6092, 2.3627, 3.9994], [-4.1414, 11.3789, 3.8660], [-7.9808, 1.0092, -1.5687], [7.0887, -1.6239, 4.5172], [-10.7194, -0.5814, 6.3689], [3.3964, -9.0548, -0.5541], [-7.2708, 12.3263, 1.2191], [1.3356, -10.4568, 0.1266], [-1.7308, 11.1489, 1.5347], [9.0384, 2.3669, -4.9901], [4.7702, -0.2266, 8.1726], [-10.4319, 1.4927, 5.6987], [8.6110, -3.0572, 7.6357], [-5.4943, 10.6169, 1.9284], [-0.1348, 1.5782, -14.4823], [-9.7922, 2.2725, -0.5025], [-8.6144, 0.9410, 3.8013], [-1.9441, 0.3715, -9.5654], [0.7162, -9.8262, -4.9135], [8.0167, -2.1727, -2.4376], [-1.4675, 0.4023, -14.6210], [9.6758, -1.2163, 7.5626], [9.9848, 0.3887, -3.7054], [-5.2311, 11.2398, 0.4085], [6.7516, 1.6325, -6.0248], [1.9346, -7.9659, -0.3988], [-0.8524, -1.9869, -11.3676], [8.8621, -3.5020, 12.2284], [-2.3048, -3.1851, -9.3583], [-6.0183, 13.4723, 0.8685], [-0.2643, -11.5549, -2.4133], [7.0404, 4.0619, -5.1210], [-9.0483, -1.5181, -0.5762], [7.2013, -2.9701, 10.3634], [-7.5433, 2.2870, 0.4212], [2.8716, -10.2627, -3.4052], [6.9719, -3.2614, 7.9725], [0.0993, -2.6043, -10.1380], [-2.7885, 10.7263, 0.2979], [-2.3291, -0.2906, -12.0464], [8.0565, 3.6505, -0.2704], [-4.5812, 13.0150, 3.5232], [2.9965, -12.7057, -1.9208], [0.3932, -9.7168, -1.1457], [5.7303, 2.5547, -2.8075], [-7.5778, 2.1299, 2.2685], [-2.5737, 1.4113, -11.8243], [2.5837, -8.5301, -1.9623], [-9.3419, 0.2172, -2.1302], [-0.5863, 1.4493, -10.1500], [8.9274, 0.9340, -5.8522], [-0.2174, -10.0406, -3.4814], [-3.1851, 9.5806, 3.2482], [9.4837, -2.0490, -3.1875], [5.4298, 3.1386, -5.0297], [-3.5817, 8.9614, 1.6424]], "atomic_forces_ev_per_a": [[1.1, 2.2, 1.0], [0.8, -3.0, -1.3], [-2.1, 6.6, 1.0], [-0.4, -0.9, 0.7], [-0.1, 0.3, -0.6], [0.0, 0.0, -0.4], [1.0, 1.0, 0.5], [-0.3, 0.0, 0.0], [1.4, -0.7, 0.8], [1.6, 0.9, 1.1], [-0.1, -0.1, 0.1], [-0.9, -1.4, -1.0], [1.2, 1.1, 0.5], [-0.9, -0.2, 0.3], [-1.5, -1.7, -1.5], [-0.6, 0.2, -1.4], [0.6, 0.9, 0.6], [1.6, 0.5, 0.4], [0.6, 1.1, -0.5], [-0.7, -1.4, -1.6], [0.8, 0.1, 0.3], [-1.7, -0.1, 0.6], [2.7, 0.3, 0.4], [-0.6, -0.5, 0.9], [0.7, -0.4, 2.4], [2.4, -0.1, 0.0], [0.0, -1.2, -0.8], [2.1, -4.0, 1.7], [1.0, -3.0, 1.1], [-0.9, 0.1, 0.6], [-0.5, 0.8, -1.2], [-0.4, 0.4, 0.3], [0.4, 1.1, 0.0], [0.3, -1.6, 2.1], [0.4, -0.7, 1.6], [-0.6, -0.1, 2.9], [1.7, 0.7, -0.3], [-0.9, 0.7, 0.0], [1.0, -0.1, -1.1], [-1.8, -0.3, -0.1], [0.7, 0.3, 1.5], [1.0, 0.9, -0.1], [-0.4, 0.8, 0.3], [0.9, -0.8, 0.4], [-0.8, -0.3, 0.5], [-1.1, 0.3, 0.3], [-1.1, 1.0, -2.1], [-1.3, -0.3, 0.8], [-0.3, -0.6, -1.3], [-0.3, -2.6, 1.6], [0.1, 1.4, -0.6], [1.2, -0.7, -0.4], [-1.9, -0.5, 0.1], [0.2, -0.2, 0.0], [-0.7, -1.4, 0.4], [0.6, 1.1, 0.1], [-0.3, -0.2, -0.2], [1.1, 0.0, 0.6], [-0.1, -1.1, 1.4], [-0.3, -2.5, 0.4], [2.1, -0.1, 0.8], [0.4, -0.4, -1.7], [1.0, 1.9, 1.0], [-0.7, 2.2, -1.7], [-0.1, -1.7, 1.9], [-0.1, 0.7, 0.9], [-1.3, -0.5, -0.8], [-2.4, -0.9, -0.9], [-0.4, -2.4, -1.3], [-0.7, 0.3, -1.0], [0.3, -0.3, -0.9], [-0.1, 2.3, 0.4], [0.2, 0.0, 0.5], [0.6, -0.3, -1.7], [-0.5, -1.3, -0.7], [0.2, 0.4, -0.1], [0.0, 0.5, -0.5], [0.4, 0.1, -0.3], [-0.5, -0.2, 0.0], [0.0, -0.2, -0.3], [-0.2, -0.3, 0.2], [-0.5, -0.2, 0.6], [-1.0, -0.8, 0.6], [0.6, -0.1, 0.0], [0.5, 0.2, -0.7], [-0.9, -0.3, 0.6], [0.5, -0.3, -0.6], [-0.9, -0.1, 0.2], [0.8, -0.2, -0.8], [-0.1, 1.2, -0.3], [0.9, 0.7, 0.2], [0.2, 0.1, -0.6], [-0.3, 0.0, 0.5], [0.1, 0.6, -0.7], [0.3, 0.1, 0.1], [-0.1, 0.4, -0.2], [-0.3, 0.5, 0.2], [-0.5, -0.2, 0.3], [0.5, 0.7, 0.2], [0.0, 0.2, -0.9], [0.3, 0.4, 0.5], [-0.3, -0.2, -0.6], [0.0, 0.3, -0.1], [0.1, 0.8, 0.0], [0.3, 0.1, 0.9], [0.0, -0.5, -1.1], [0.5, 0.5, -0.3], [-0.1, -0.2, 0.5], [0.3, 0.2, 0.0], [-0.5, 1.1, 0.1], [-0.5, 0.3, -0.1], [-0.8, -0.4, 0.1], [-0.1, 0.3, -0.5], [0.0, 0.2, 0.4], [-0.1, 0.0, 0.3], [0.3, 0.0, -0.1], [-0.3, 0.0, -0.2], [0.1, -0.2, -0.6], [0.1, 0.1, -0.1], [0.2, 0.3, -0.1], [0.6, -0.5, 0.0], [0.4, -0.3, -0.4], [0.4, -0.5, 0.2], [-1.2, -0.2, -0.1], [-0.5, 0.3, -0.2], [-0.1, -0.1, -0.4], [-0.2, 0.3, -1.0], [0.3, 0.2, -0.4], [1.2, 0.1, 0.7], [0.9, 0.4, -0.2], [0.4, 0.1, 0.0], [0.4, 0.4, -1.1], [0.2, -0.1, -0.5], [-0.1, 0.8, 0.4], [-0.4, -0.2, 0.2], [0.4, -0.3, 0.1], [-0.2, 0.1, 0.5], [0.1, -0.3, 0.0], [0.2, 0.0, -0.2], [-0.3, 1.5, 0.2], [0.0, 0.2, 0.2], [-0.1, -0.7, -0.1], [0.1, 0.1, 0.0], [0.3, 0.7, 0.2], [0.2, 0.4, 0.8], [0.2, -0.6, -0.3], [-0.8, -0.1, 0.1], [-0.1, -0.5, 0.7], [-0.7, 0.9, -0.5], [0.2, 0.3, 0.0], [-0.4, 0.4, 0.2], [-0.2, 0.1, 0.2], [-0.6, -0.1, -0.4], [0.1, 0.1, -0.6], [0.2, 0.3, -0.3], [-0.4, -0.4, -0.2], [0.3, -0.1, 0.1], [-0.7, -0.4, -0.1], [-0.6, -0.6, -1.0], [0.6, -0.2, 0.1], [-0.1, 0.2, 0.3], [-0.4, -1.0, -0.3], [0.1, -0.6, -0.6], [0.1, -0.2, 0.0], [-0.1, -0.3, 0.1], [0.2, -0.1, 0.3], [-0.1, 0.0, 0.0], [-0.2, -0.3, 0.6], [-0.1, 0.3, 1.0], [-0.8, 0.2, 0.0], [0.2, -0.1, -0.2], [0.5, 0.3, -1.1], [0.1, 0.0, -0.3], [0.7, 0.0, 0.1], [0.0, 0.7, 0.3], [-0.7, -0.1, -0.1], [0.2, -0.2, -0.4], [0.1, 0.4, -0.5], [-0.3, 0.3, 0.0], [-0.3, -0.3, 0.1], [-1.0, 0.8, -0.1], [-1.0, -0.5, -0.1], [0.0, -0.3, 0.0], [-0.1, 0.9, -0.2], [0.3, 0.5, -0.9], [0.2, 0.5, -0.8], [-1.1, 0.3, 0.3]], "lowdin_charge": [0.5068, 0.5023, 0.3947, 0.0772, 0.0821, -0.2222, 0.0514, -0.2442, -0.3800, -0.2245, -0.1849, -0.2046, -0.1765, -0.2835, -0.4009, -0.3496, -0.2736, -0.2103, -0.2776, -0.3057, -0.2325, -0.1873, -0.1946, -0.2143, -0.2325, 0.0971, -0.2078, -0.2906, 0.0300, -0.0830, -0.2013, -0.0888, -0.0847, 0.0580, -0.1717, -0.0490, -0.0743, -0.0712, -0.1437, -0.0863, -0.1681, -0.1610, -0.0464, -0.1972, -0.5871, -0.0801, -0.0337, -0.0714, 0.0183, -0.1839, -0.0020, -0.1861, 0.0307, -0.0567, -0.1308, -0.0426, -0.1649, -0.1138, -0.2678, -0.1251, -0.0310, -0.1755, -0.0325, -0.1908, -0.1347, -0.0680, -0.1777, -0.0546, -0.0828, -0.1499, -0.0753, -0.0265, -0.0954, -0.0690, -0.0305, 0.1374, 0.0997, 0.0866, 0.1400, 0.0954, 0.0802, 0.0782, 0.1021, 0.1272, 0.0986, 0.0960, 0.1263, 0.1407, 0.1417, 0.1010, 0.0894, 0.1702, 0.1356, 0.1176, 0.1001, 0.0955, 0.1187, 0.1348, 0.0983, 0.1019, 0.1705, 0.1046, 0.1372, 0.0860, 0.0923, 0.0958, 0.1412, 0.0936, 0.1051, 0.0964, 0.1200, 0.1544, 0.1357, 0.0743, 0.1283, 0.1254, 0.1370, 0.1159, 0.0824, 0.1302, 0.0797, 0.0719, 0.1080, 0.0933, 0.1001, 0.1001, 0.0690, 0.1299, 0.0962, 0.1034, 0.1149, 0.1131, 0.1217, 0.1204, 0.0831, 0.0781, 0.0768, 0.0970, 0.1216, 0.1220, 0.1285, 0.0852, 0.1096, 0.1233, 0.1243, 0.0924, 0.1249, 0.1163, 0.1317, 0.1003, 0.0940, 0.0985, 0.1061, 0.1338, 0.1254, 0.1673, 0.0964, 0.1286, 0.0934, 0.1310, 0.0820, 0.1046, 0.1432, 0.1287, 0.1147, 0.1064, 0.1299, 0.1327, 0.1379, 0.1374, 0.1109, 0.0961, 0.1035, 0.1078, 0.1205, 0.1262, 0.1000, 0.1368, 0.0623, 0.1289, 0.1473, 0.1354, 0.0775, 0.0879, 0.0926, 0.1354, 0.0781], "e_lumo_ev": -5.44, "spin_multiplicity": 1, "charge": 4, "total_energy_ev": -134661.7490}